Density functional theory data (the ωB97M-V functional and the def2-TZVPD basis) for B2CuH22O7 as an isolated structure in a non-equilibrium geometry.

Results
HOMO-LUMO gap (spin up / spin down): 8.78 / 6.32 eV
energy above the lowest of the compared OMol25 structures with the same formula, charge and spin: 6.8 kcal/mol
expectation value of S²: 0.75
largest force on an atom: 2.954 eV/Å
2S+1: 2

Each line ends with the Löwdin spin population.
Cartesian coordinates (Å):
Cu 0.00 -1.61 -0.17  0.7273
B 2.28 -0.98 -0.31  0.0738
H 2.07 0.14 -0.44  0.0012
H 1.79 -1.59 -1.14  0.0078
H 3.40 -1.25 -0.32  0.0322
H 1.79 -1.24 0.69  0.0457
B -0.57 0.50 0.71  0.0359
H -1.69 0.28 0.64  0.0026
H -0.52 1.56 1.14  0.0107
H -0.08 -0.31 1.40  0.0131
H -0.10 0.41 -0.35  0.0117
O 2.81 2.19 -1.42  0.0009
H 2.16 1.49 -1.37  0.0001
H 2.93 2.46 -0.50  0.0000
O -0.15 -0.83 -2.54  0.0053
H -0.14 -1.39 -3.33  -0.0001
H 0.18 0.03 -2.84  0.0002
O -2.17 -1.81 -0.10  0.0181
H -2.88 -2.10 -0.69  0.0012
H -2.53 -1.91 0.79  0.0003
O -0.46 2.92 -1.47  0.0001
H -0.55 3.77 -1.02  0.0000
H -0.49 2.26 -0.76  0.0002
O 1.80 1.78 2.12  -0.0001
H 2.01 1.16 2.81  0.0000
H 0.99 1.43 1.70  0.0001
O -4.01 0.72 0.66  0.0008
H -3.04 0.56 0.63  0.0002
H -4.18 1.36 -0.03  0.0000
O -0.21 -3.08 1.55  0.0098
H -0.92 -3.19 2.19  0.0008
H 0.45 -3.74 1.79  0.0000